This record from the OMol25 dataset describes a 4-piece molecular cluster, C26H57N3O18P3 overall. The level of theory is the ωB97M-V functional and the def2-TZVPD basis.

The geometry in XYZ format:
```
107
Properties=species:S:1:pos:R:3
C -3.639 4.194 -2.793
C -2.007 4.139 -2.523
C -1.617 4.165 -0.932
C -0.015 4.191 -0.599
N 0.809 3.121 -1.273
C 1.276 2.039 -0.327
N 0.625 1.340 0.844
C 1.680 0.338 1.263
C 1.631 -0.721 2.513
C 0.269 -1.629 2.603
O -0.889 -1.183 2.103
O 0.336 -2.936 3.298
C 0.629 -4.037 2.368
C 2.165 -4.550 1.969
O -0.387 -4.738 1.813
C 3.009 0.450 0.281
C 4.418 -0.391 0.346
O 5.024 -0.677 -0.963
C 4.209 -1.670 -1.716
O 3.498 -0.953 -2.786
C 3.344 -1.781 -4.000
C 2.553 -0.827 -5.118
O 3.405 -0.493 -6.272
N 2.686 1.551 -0.705
C 3.454 2.151 -1.862
C 4.048 3.610 -1.301
H -3.906 5.176 -3.381
H -3.934 3.220 -3.416
H -4.156 4.106 -1.747
H -1.645 3.085 -2.947
H -1.413 4.941 -3.174
H -2.063 5.185 -0.498
H -2.186 3.314 -0.318
H 0.387 5.252 -0.944
H 0.158 4.167 0.582
H 0.376 2.749 -2.146
H -0.324 1.543 1.226
H 2.532 -1.485 2.357
H 1.870 -0.149 3.513
H 2.157 -5.431 1.190
H 2.688 -3.615 1.477
H 2.726 -4.950 2.923
H 5.150 0.220 1.061
H 4.198 -1.399 0.897
H 4.944 -2.468 -2.154
H 3.438 -2.206 -1.005
H 4.360 -2.111 -4.483
H 2.707 -2.752 -3.780
H 2.225 0.162 -4.573
H 1.602 -1.396 -5.497
H 3.390 -1.310 -6.860
H 2.789 2.341 -2.833
H 4.367 1.512 -2.223
H 3.472 3.871 -0.293
H 5.205 3.577 -1.118
H 3.736 4.479 -2.057
C -3.759 -4.185 2.912
O -4.945 -4.605 3.555
P -5.404 -6.237 3.210
O -6.851 -5.779 3.003
O -5.201 -6.631 4.794
C -3.875 -6.780 5.252
O -5.863 -7.868 2.865
C -5.994 -8.143 1.483
H -3.915 -3.187 2.497
H -2.949 -4.145 3.645
H -3.481 -4.867 2.102
H -3.561 -5.858 5.747
H -3.191 -7.001 4.429
H -3.838 -7.599 5.974
H -5.047 -7.939 0.975
H -6.789 -7.534 1.045
H -6.245 -9.198 1.357
C 7.970 -3.243 5.285
O 7.975 -2.712 3.975
P 7.869 -0.986 3.905
O 6.823 -1.102 2.792
O 9.361 -0.921 3.216
C 10.469 -1.121 4.067
O 7.763 0.739 3.834
C 6.642 1.269 4.517
H 7.296 -4.102 5.316
H 8.980 -3.570 5.542
H 7.632 -2.500 6.015
H 10.801 -2.159 3.985
H 10.216 -0.902 5.108
H 11.283 -0.464 3.754
H 6.676 0.971 5.568
H 5.714 0.917 4.061
H 6.677 2.359 4.455
C -9.129 6.014 -6.686
O -7.889 5.972 -6.010
P -8.015 5.725 -4.303
O -6.982 6.832 -4.073
O -7.222 4.292 -4.450
C -7.957 3.203 -4.968
O -8.141 5.477 -2.595
C -8.964 6.426 -1.942
H -9.119 6.847 -7.393
H -9.269 5.079 -7.236
H -9.960 6.151 -5.987
H -7.735 3.097 -6.033
H -9.031 3.348 -4.833
H -7.653 2.290 -4.451
H -9.971 6.396 -2.368
H -8.547 7.431 -2.045
H -9.018 6.172 -0.881
```

The total energy comes out at -3566.5131 a.u. The total charge is +1. As for the multiplicity: 1.



This record from the OMol25 dataset describes C26H58N2O2Ta as an isolated structure. The level of theory is the ωB97M-V functional and the def2-TZVPD basis.

The geometry in XYZ format:
```
89
Properties=species:S:1:pos:R:3
C 9.312 -0.897 2.339
C 9.215 -1.125 0.690
C 7.588 -1.329 0.365
C 7.297 -2.435 -0.811
C 5.793 -3.092 -0.788
C 4.618 -2.163 -1.454
C 4.289 -0.772 -0.654
C 4.187 -0.908 0.976
C 4.695 0.563 1.587
C 3.619 1.780 1.310
C 4.063 2.794 0.080
C 2.796 3.439 -0.735
C 1.709 2.352 -1.305
C 0.555 3.070 -2.240
C -0.914 2.423 -1.906
C -2.006 3.599 -1.440
C -3.286 2.865 -0.654
C -4.113 1.939 -1.727
Ta -5.510 0.389 -0.684
C -3.756 -0.416 0.645
N -4.135 -1.622 1.480
C -4.872 -1.215 -2.293
C -5.968 -2.432 -2.385
C -5.529 -3.656 -1.341
O -6.275 -3.442 -0.089
C -5.931 -4.450 0.926
C -6.406 -4.120 2.492
O -5.283 -5.598 0.599
C -6.141 1.938 0.975
N -5.452 1.688 2.308
C -5.739 2.921 3.189
H 8.292 -0.399 2.689
H 10.211 -0.218 2.656
H 9.326 -1.972 2.842
H 9.862 -2.051 0.325
H 9.582 -0.109 0.189
H 7.206 -0.280 0.006
H 7.098 -1.688 1.370
H 8.057 -3.350 -0.709
H 7.473 -1.966 -1.891
H 5.493 -3.479 0.293
H 5.856 -4.080 -1.456
H 3.622 -2.779 -1.686
H 5.021 -1.841 -2.531
H 5.014 0.126 -0.959
H 3.211 -0.421 -1.028
H 4.897 -1.703 1.458
H 3.099 -1.052 1.396
H 4.861 0.378 2.738
H 5.715 0.883 1.091
H 3.557 2.469 2.282
H 2.542 1.325 1.182
H 4.624 3.708 0.604
H 4.839 2.309 -0.664
H 2.228 4.178 -0.002
H 3.255 4.078 -1.629
H 2.195 1.504 -1.962
H 1.146 1.848 -0.409
H 0.533 4.219 -1.991
H 0.826 2.847 -3.367
H -1.321 1.972 -2.934
H -0.899 1.545 -1.121
H -2.485 4.134 -2.392
H -1.536 4.374 -0.699
H -3.965 3.712 -0.199
H -2.864 2.258 0.275
H -3.418 1.320 -2.456
H -4.759 2.644 -2.407
H -6.738 -0.787 0.051
H -6.872 0.996 -1.824
H -2.851 -0.695 -0.079
H -3.318 0.414 1.381
H -5.160 -1.667 1.683
H -3.785 -2.508 1.043
H -4.700 -0.635 -3.295
H -3.834 -1.659 -1.925
H -7.067 -2.081 -2.125
H -5.997 -2.892 -3.478
H -4.368 -3.644 -1.199
H -5.891 -4.697 -1.779
H -7.299 -4.840 2.818
H -6.827 -3.005 2.548
H -5.515 -4.247 3.265
H -5.917 3.007 0.533
H -7.323 1.855 1.089
H -5.864 0.849 2.774
H -6.911 2.997 3.358
H -5.145 2.814 4.203
H -5.433 3.899 2.595
```

The total charge is -1. As for the energy relative to the best compared isomer or geometry (same formula, charge and spin): 11.544 eV. As for the multiplicity: 1.



This record from the OMol25 dataset describes a 7-piece molecular cluster, C26H58N3O9PSi overall. The level of theory is the ωB97M-V functional and the def2-TZVPD basis.

The geometry in XYZ format:
```
98
Properties=species:S:1:pos:R:3
C 2.629 1.722 -7.673
C 2.935 0.973 -6.377
N 2.043 1.276 -5.256
Si 0.416 0.621 -5.238
C -0.778 2.066 -5.173
C -2.218 1.661 -4.755
C 0.095 -0.496 -3.752
C 0.722 0.073 -2.494
O 1.106 1.230 -2.437
N 0.842 -0.802 -1.351
C 2.087 -1.576 -1.567
C -0.308 -1.697 -1.244
P -0.191 -0.592 -7.024
N -1.339 -1.506 -6.487
O -0.727 0.389 -8.191
O 0.984 -1.523 -7.668
H 1.841 1.260 -8.260
H 3.525 1.690 -8.292
H 2.436 2.769 -7.461
H 3.030 -0.095 -6.548
H 3.933 1.304 -6.085
H 1.990 2.275 -5.120
H -0.400 2.823 -4.490
H -0.840 2.480 -6.178
H -2.921 2.096 -5.456
H -2.469 1.990 -3.762
H -2.366 0.585 -4.814
H -0.977 -0.619 -3.644
H 0.506 -1.484 -3.968
H 2.758 -0.976 -2.176
H 1.881 -2.488 -2.133
H 2.546 -1.842 -0.622
H -1.232 -1.157 -1.426
H -0.268 -2.539 -1.941
H -0.362 -2.111 -0.242
H -2.224 -1.341 -6.948
H -1.077 -0.150 -8.909
H 1.552 -1.821 -6.952
C 3.839 -2.283 3.395
C 2.425 -1.938 2.989
C 1.898 -0.597 3.431
O 1.751 -2.704 2.341
H 4.096 -3.270 3.017
H 4.536 -1.551 2.983
H 3.927 -2.284 4.483
H 2.516 0.201 3.018
H 1.902 -0.528 4.516
H 0.878 -0.476 3.074
C -1.018 2.777 6.046
C -0.003 2.226 5.074
C -0.065 2.744 3.657
O 0.820 1.409 5.414
H -0.867 2.327 7.024
H -0.904 3.859 6.131
H -2.028 2.550 5.701
H 0.085 3.825 3.648
H -1.037 2.516 3.218
H 0.712 2.273 3.061
C 1.340 -0.401 7.841
C 1.819 -1.033 9.125
C 2.949 -2.030 9.005
O 1.327 -0.759 10.193
H 0.531 0.293 8.050
H 2.154 0.143 7.363
H 0.976 -1.174 7.161
H 3.830 -1.550 8.577
H 2.643 -2.863 8.370
H 3.200 -2.413 9.992
C 3.463 -6.537 6.334
C 3.398 -6.705 7.834
C 2.040 -6.978 8.434
O 4.387 -6.624 8.521
H 4.492 -6.347 6.037
H 3.112 -7.443 5.839
H 2.842 -5.695 6.022
H 1.629 -7.903 8.028
H 1.358 -6.155 8.212
H 2.136 -7.076 9.513
C -6.992 -0.196 -3.693
C -5.839 0.523 -3.033
C -6.152 1.829 -2.342
O -4.718 0.078 -3.059
H -6.631 -1.113 -4.151
H -7.753 -0.443 -2.951
H -7.436 0.437 -4.463
H -6.878 1.665 -1.544
H -6.561 2.542 -3.059
H -5.238 2.240 -1.919
C -2.746 5.446 -1.749
C -3.029 5.048 -3.178
C -2.749 6.080 -4.243
O -3.455 3.953 -3.458
H -2.986 4.616 -1.089
H -1.691 5.699 -1.633
H -3.354 6.309 -1.475
H -1.695 6.359 -4.227
H -3.357 6.970 -4.071
H -2.992 5.667 -5.220
```

The total energy comes out at -2497.7821 a.u. As for the multiplicity: 1. Its SMILES is CCN[Si@](CC)(CC(=O)N(C)C)P(=N)(O)O.CC(C)=O.CC(C)=O.CC(C)=O.CC(C)=O.CC(C)=O.CC(C)=O.